[1]
{"formula": "C14H14Br2ClF7NO2", "method": "ωB97M-V/def2-TZVPD", "elements": ["C", "C", "C", "C", "C", "O", "O", "C", "Br", "C", "C", "Br", "N", "C", "C", "C", "Cl", "C", "F", "F", "C", "F", "F", "C", "F", "F", "F", "H", "H", "H", "H", "H", "H", "H", "H", "H", "H", "H", "H", "H", "H"], "positions_angstrom": [[-0.283, -4.281, 0.204], [-1.014, -3.132, 0.616], [-1.844, -1.751, 1.067], [-1.237, -0.385, 0.288], [-2.009, -0.665, -1.175], [-1.580, -1.539, -2.095], [-3.305, -0.003, -1.542], [-1.924, 0.905, 1.004], [-3.809, 0.562, 1.727], [-2.035, 2.316, 0.274], [-1.347, 2.619, -1.147], [-4.001, 2.846, 0.076], [0.238, -0.296, 0.247], [0.922, 0.132, -0.987], [2.022, -0.893, -1.658], [1.489, -1.759, -2.937], [3.400, 0.203, -2.358], [1.047, -0.583, 1.435], [0.366, -0.591, 2.784], [1.752, -1.926, 1.451], [2.306, 0.464, 1.787], [3.449, 0.366, 0.855], [2.844, -0.099, 3.088], [1.830, 1.979, 2.170], [1.235, 2.103, 3.554], [3.096, 2.802, 2.244], [0.964, 2.661, 1.194], [0.203, -5.340, -0.059], [-1.906, -1.613, 2.225], [-2.954, -2.001, 0.705], [-1.324, 1.093, 2.021], [-1.630, 3.159, 1.021], [-1.683, 3.720, -1.470], [-1.638, 1.938, -2.052], [-0.156, 2.691, -1.106], [1.558, 1.120, -0.749], [0.276, 0.496, -1.900], [2.564, -1.611, -0.922], [2.409, -1.845, -3.693], [0.702, -1.068, -3.511], [1.008, -2.793, -2.677]], "forces_ev_per_a": [[-5.28, 7.49, 3.08], [4.94, -7.32, -2.48], [0.20, -1.86, -0.61], [-3.52, -1.40, -0.36], [-4.08, -0.58, -6.78], [-0.38, 3.80, 5.33], [6.69, -2.41, 3.47], [0.75, 0.23, 1.67], [1.74, -1.74, 0.86], [0.56, 1.75, -0.14], [0.64, 1.25, -1.09], [1.36, 1.44, -1.20], [0.18, -0.66, 1.83], [2.78, 1.80, -1.53], [-0.29, -1.24, -0.32], [0.12, 1.32, -0.99], [-1.02, -0.62, 0.61], [0.85, -0.94, 1.22], [1.10, 0.16, -4.31], [-1.86, 3.47, -0.30], [1.83, -2.60, 1.54], [-3.90, 0.89, 2.85], [-1.33, 2.09, -3.83], [1.21, 3.72, 1.20], [1.80, -0.65, -5.25], [-4.20, -2.58, -0.29], [2.80, -2.59, 3.49], [-1.47, 3.18, 0.76], [0.55, -0.49, -2.21], [2.60, 0.97, 0.61], [-1.28, -0.50, -2.29], [-0.98, -2.04, -1.63], [0.66, -2.43, 0.87], [0.24, 0.95, 2.13], [-2.58, -0.34, 0.26], [-1.26, -2.15, -0.35], [0.53, -1.18, 2.41], [-1.10, 1.57, -1.06], [-2.00, -0.21, 1.81], [1.50, -1.77, 1.34], [0.91, 2.21, -0.31]], "multiplicity": 1, "charge": -1}

[2]
{"formula": "C3H2O", "method": "ωB97M-V/def2-TZVPD", "elements": ["C", "C", "C", "O", "H", "H"], "positions_angstrom": [[-0.838, -0.404, 0.784], [1.031, 0.469, -1.182], [0.236, 0.183, -0.293], [-0.429, -1.181, 1.585], [-1.943, -0.018, 0.749], [1.944, 0.950, -1.643]], "forces_ev_per_a": [[1.02, 1.37, -1.74], [0.53, 0.86, 1.54], [-1.18, -0.66, -0.04], [-0.46, 0.05, 0.04], [1.91, -0.51, -0.21], [-1.81, -1.11, 0.41]], "multiplicity": 1, "de_lowest_ev": 0.711, "smiles": "C#CC=O"}

[3]
{"formula": "C52H79N2O7PS2", "method": "ωB97M-V/def2-TZVPD", "elements": ["C", "C", "P", "C", "C", "C", "C", "C", "C", "C", "O", "C", "C", "C", "C", "C", "C", "C", "N", "C", "O", "C", "C", "C", "C", "C", "S", "C", "S", "N", "C", "C", "C", "C", "C", "C", "C", "C", "C", "C", "C", "C", "C", "O", "H", "H", "H", "H", "H", "H", "H", "H", "H", "H", "H", "H", "H", "H", "H", "H", "H", "H", "H", "H", "H", "H", "H", "H", "H", "H", "H", "H", "H", "H", "H", "H", "H", "H", "H", "H", "H", "H", "H", "C", "C", "O", "C", "C", "H", "H", "H", "H", "H", "H", "H", "H", "H", "H", "C", "C", "O", "C", "C", "H", "H", "H", "H", "H", "H", "H", "H", "H", "H", "C", "C", "O", "C", "C", "H", "H", "H", "H", "H", "H", "H", "H", "H", "H", "C", "C", "O", "C", "C", "H", "H", "H", "H", "H", "H", "H", "H", "H", "H"], "positions_angstrom": [[4.531, 2.063, 1.082], [5.649, 2.932, 0.427], [5.130, 4.071, -0.927], [4.113, 5.229, 0.096], [2.769, 4.681, 0.613], [4.037, 3.240, -2.154], [4.077, 1.849, -2.405], [5.066, 0.914, -1.748], [5.598, -0.144, -2.718], [6.138, 0.367, -3.977], [6.974, -0.131, -2.876], [3.195, 1.257, -3.303], [2.281, 2.010, -4.004], [2.284, 3.396, -3.862], [3.151, 4.024, -2.949], [3.128, 5.550, -2.902], [2.008, 6.217, -2.141], [0.589, 5.729, -2.238], [2.305, 7.246, -1.461], [1.296, 4.101, -4.737], [1.475, 5.144, -5.313], [0.011, 3.375, -4.890], [-0.008, 2.045, -4.958], [-1.288, 1.264, -5.042], [-1.196, -0.138, -4.407], [-2.428, -0.462, -3.555], [-1.933, -0.298, -1.787], [-3.238, 0.549, -0.881], [-4.046, -0.269, 0.259], [-3.370, 1.932, -1.159], [-3.799, 2.729, -0.016], [-2.782, 3.273, 0.765], [-3.101, 4.047, 1.874], [-4.437, 4.260, 2.197], [-5.448, 3.712, 1.411], [-5.136, 2.943, 0.298], [-4.102, 2.215, -2.370], [-3.638, 3.254, -3.173], [-4.274, 3.578, -4.367], [-5.399, 2.862, -4.771], [-5.872, 1.833, -3.961], [-5.237, 1.512, -2.764], [1.304, 1.357, -4.901], [1.547, 0.364, -5.526], [4.359, 2.333, 2.117], [3.610, 2.182, 0.523], [4.808, 1.019, 0.990], [6.007, 3.613, 1.197], [6.511, 2.333, 0.168], [4.025, 6.196, -0.377], [4.752, 5.372, 0.966], [2.123, 5.521, 0.865], [2.240, 4.109, -0.144], [2.926, 4.093, 1.509], [5.990, 1.408, -1.487], [4.632, 0.381, -0.910], [5.078, -1.089, -2.750], [6.208, 1.432, -4.127], [6.349, -0.355, -4.748], [3.190, 0.191, -3.469], [3.078, 5.925, -3.918], [4.086, 5.892, -2.527], [0.218, 5.964, -3.236], [-0.053, 6.258, -1.542], [0.480, 4.653, -2.112], [1.472, 7.630, -1.019], [-0.905, 3.948, -4.939], [-1.580, 1.166, -6.087], [-2.046, 1.824, -4.506], [-1.121, -0.873, -5.203], [-0.317, -0.231, -3.779], [-3.272, 0.180, -3.780], [-2.756, -1.488, -3.682], [-1.757, 3.080, 0.485], [-2.307, 4.478, 2.463], [-4.687, 4.867, 3.055], [-6.485, 3.868, 1.667], [-5.910, 2.506, -0.309], [-2.764, 3.816, -2.869], [-3.883, 4.379, -4.976], [-5.878, 3.096, -5.709], [-6.746, 1.284, -4.279], [-5.618, 0.708, -2.152], [-0.658, -6.651, 0.514], [-0.116, -5.370, -0.100], [-0.969, -4.794, -1.069], [-2.260, -4.420, -0.611], [-2.250, -3.389, 0.502], [-0.856, -7.392, -0.262], [0.067, -7.066, 1.217], [-1.589, -6.483, 1.057], [0.816, -5.587, -0.624], [0.126, -4.641, 0.682], [-2.830, -5.308, -0.312], [-2.769, -4.002, -1.480], [-1.756, -3.761, 1.403], [-3.269, -3.118, 0.768], [-1.726, -2.491, 0.180], [-5.920, -8.829, -1.440], [-4.737, -8.097, -0.829], [-5.095, -7.135, 0.146], [-5.791, -7.617, 1.280], [-5.026, -8.657, 2.081], [-6.616, -8.119, -1.890], [-5.575, -9.517, -2.212], [-6.470, -9.410, -0.700], [-4.216, -7.539, -1.607], [-4.014, -8.810, -0.416], [-6.776, -8.001, 0.990], [-5.969, -6.741, 1.904], [-4.830, -9.560, 1.501], [-5.599, -8.947, 2.963], [-4.065, -8.256, 2.406], [2.887, -1.940, 2.297], [2.647, -0.673, 3.102], [1.748, 0.234, 2.484], [0.440, -0.254, 2.245], [-0.299, -0.685, 3.500], [3.264, -1.695, 1.302], [3.617, -2.573, 2.803], [1.974, -2.524, 2.170], [3.590, -0.134, 3.204], [2.313, -0.913, 4.117], [0.463, -1.069, 1.512], [-0.095, 0.572, 1.775], [0.196, -1.517, 4.003], [-1.312, -1.002, 3.246], [-0.359, 0.142, 4.209], [1.946, 0.262, 8.757], [1.879, -1.022, 7.947], [2.739, -1.040, 6.823], [4.123, -0.901, 7.087], [4.696, -1.989, 7.980], [1.716, 1.122, 8.127], [1.228, 0.225, 9.576], [2.934, 0.422, 9.190], [0.873, -1.141, 7.543], [2.066, -1.892, 8.587], [4.335, 0.090, 7.503], [4.609, -0.942, 6.112], [4.247, -1.985, 8.973], [5.771, -1.847, 8.100], [4.522, -2.973, 7.541]], "forces_ev_per_a": [[0.52, 0.11, -0.81], [-0.94, -0.35, 0.67], [1.21, 0.77, -0.39], [-0.27, -0.85, 0.32], [0.12, 0.83, -0.20], [-0.90, -0.34, 0.07], [-0.02, -0.01, 0.35], [0.26, -0.63, -0.84], [-1.24, 0.79, -0.39], [1.39, -1.08, 0.67], [0.54, 0.16, 0.25], [-0.05, 0.27, -0.07], [0.39, 0.24, 0.29], [0.42, 0.05, 0.37], [-0.31, 0.10, -0.41], [0.32, -0.59, 0.06], [-0.06, 0.28, 0.55], [-0.05, -0.09, -0.60], [0.13, 0.11, -0.06], [-0.18, -0.33, 0.04], [0.22, 0.64, -0.09], [0.03, -0.34, 0.21], [-0.63, 0.35, 0.17], [0.53, -0.47, 0.16], [-0.59, 0.00, -0.33], [0.18, 0.03, 0.32], [-0.19, 0.10, -0.09], [0.09, -0.05, -0.49], [0.11, 0.23, 0.28], [-0.99, -0.40, 0.58], [0.32, 0.09, -0.10], [-0.41, -0.01, -0.02], [-0.20, -0.24, -0.30], [0.01, -0.01, -0.11], [0.23, -0.06, -0.05], [0.42, 0.18, 0.18], [0.38, 0.42, -0.49], [-0.17, 0.14, -0.19], [-0.16, -0.26, 0.31], [0.37, -0.10, 0.37], [0.09, 0.22, -0.14], [0.06, 0.04, -0.11], [-0.03, 0.65, 0.23], [0.11, -0.99, -0.40], [-0.05, -0.09, 0.15], [-0.26, -0.10, 0.16], [-0.03, -0.19, 0.43], [0.17, 0.28, -0.14], [0.12, -0.05, -0.22], [-0.14, 0.04, -0.20], [0.20, 0.17, -0.02], [-0.09, 0.06, 0.15], [-0.04, -0.26, -0.02], [-0.19, -0.21, -0.02], [-0.10, 0.33, 0.45], [-0.02, 0.24, 0.30], [0.16, -0.42, 0.17], [-0.03, 0.10, -0.27], [-0.72, 0.44, -0.83], [0.12, -0.15, 0.03], [-0.11, -0.05, -0.24], [0.01, 0.25, 0.24], [-0.05, -0.01, -0.10], [0.00, -0.03, 0.28], [0.07, -0.09, 0.15], [-0.02, 0.09, 0.00], [-0.02, 0.21, -0.19], [-0.18, 0.04, -0.07], [-0.13, 0.24, -0.17], [0.21, -0.17, 0.00], [0.20, -0.10, -0.05], [-0.03, 0.11, 0.00], [0.03, -0.14, 0.00], [0.11, 0.01, -0.01], [0.02, 0.06, 0.14], [-0.06, 0.01, 0.06], [-0.06, 0.07, 0.06], [-0.14, -0.04, -0.10], [0.09, -0.06, 0.13], [0.00, 0.08, -0.07], [-0.13, 0.00, -0.06], [-0.05, -0.11, 0.09], [0.00, -0.10, 0.08], [-0.10, 0.01, 0.00], [0.04, -0.05, 0.08], [0.04, 0.05, -0.17], [-0.16, -0.04, 0.08], [0.25, -0.16, 0.13], [0.02, -0.01, 0.00], [0.02, 0.00, -0.02], [0.03, 0.02, 0.04], [-0.02, 0.04, -0.06], [-0.04, -0.01, 0.04], [0.00, 0.02, 0.04], [0.09, -0.01, -0.06], [-0.07, -0.07, 0.01], [-0.03, 0.02, -0.03], [-0.04, 0.07, -0.02], [-0.08, 0.03, 0.09], [0.03, -0.11, -0.06], [0.07, 0.20, -0.02], [-0.05, -0.08, 0.07], [0.09, -0.01, -0.07], [0.01, 0.00, -0.02], [0.02, 0.02, -0.02], [0.04, -0.05, -0.01], [0.01, 0.07, 0.05], [-0.03, -0.03, 0.02], [0.02, -0.05, 0.00], [0.02, 0.05, -0.06], [-0.06, -0.03, 0.02], [-0.01, 0.02, 0.01], [-0.01, 0.01, 0.02], [-0.09, 0.02, -0.07], [-0.01, -0.16, 0.08], [0.12, 0.20, -0.07], [-0.09, -0.08, -0.01], [0.07, 0.00, 0.07], [0.02, 0.00, 0.01], [0.02, 0.02, 0.00], [0.01, -0.04, 0.06], [-0.06, 0.13, -0.03], [0.00, -0.04, -0.01], [-0.01, -0.04, 0.03], [0.06, 0.04, -0.02], [-0.02, -0.04, -0.04], [-0.01, 0.02, -0.03], [-0.01, 0.01, -0.01], [0.11, 0.04, -0.05], [-0.05, 0.01, 0.12], [-0.07, -0.04, -0.20], [0.09, 0.03, 0.06], [-0.10, -0.06, 0.03], [-0.03, 0.00, 0.00], [-0.02, -0.01, -0.02], [-0.02, -0.04, 0.05], [0.03, -0.02, -0.08], [0.04, 0.02, 0.03], [0.00, -0.01, 0.05], [-0.07, 0.01, -0.04], [0.05, 0.05, 0.02], [0.01, 0.01, -0.02], [0.02, 0.00, -0.01]], "multiplicity": 1, "smiles": "[H]/N=C(\\C)Cc1c2c(cc(C[C@H]3CO3)c1P(CC)CC)C(=O)C(CCCSC(=S)N(c1ccccc1)c1ccccc1)=CC2=O.CCOCC.CCOCC.CCOCC.CCOCC"}

Number 1: orbital gap 7.21 eV, LUMO energy 2.30 eV, HOMO energy -4.9180 eV. Number 2: orbital gap 10.81 eV, LUMO energy 0.06 eV, HOMO energy -10.7504 eV. Number 3: orbital gap 7.08 eV, LUMO energy -0.71 eV, HOMO energy -7.7879 eV.